{"formula": "C5H13NO", "method": "ωB97M-V/def2-TZVPD", "symbols": ["C", "N", "C", "C", "C", "C", "H", "H", "H", "H", "H", "H", "H", "H", "H", "H", "H", "O", "H", "H"], "coordinates": [[-0.0765, -1.4404, -0.4468], [-0.0970, -0.3284, 0.4640], [-0.5787, -0.6251, 1.7893], [-0.1837, 0.5855, 2.6082], [1.1634, 1.0152, 1.9800], [1.2356, 0.2443, 0.6640], [-1.0922, -1.6961, -0.7434], [0.3684, -2.3543, -0.0199], [0.4389, -1.1495, -1.3667], [-0.1426, -1.5266, 2.2382], [-1.6507, -0.8061, 1.8456], [-0.1096, 0.3285, 3.6730], [-0.9081, 1.3971, 2.5761], [1.1578, 2.0902, 1.7962], [1.9968, 0.8175, 2.6458], [1.4668, 0.9046, -0.1659], [2.0004, -0.5443, 0.5833], [-1.9915, 1.1278, -6.5276], [-1.8457, 1.0531, -7.4774], [-1.1518, 0.9071, -6.1160]], "lowdin_charge": [-0.1139, -0.2281, -0.2331, -0.1745, -0.1576, -0.2060, 0.0798, 0.0856, 0.0844, 0.1163, 0.1168, 0.1054, 0.1028, 0.1014, 0.0995, 0.1081, 0.1128, -0.0617, 0.0323, 0.0294], "lumo_ev": 0.92, "homo_energy_ev": -8.458, "e_above_lowest_ev": 1.058}